w.
C4H7N2 | wB97M-V/def2-TZVPD

SMILES: [H]/N=C\[N+](=C)C=C
Highest occupied orbital energy, eV: -15.68

Structure (ORCA input):
```
! RIJCOSX wB97M-V def2-TZVPD def2/J DEFGRID3
* xyz 1 1
C 1.430 -1.089 0.078
C -0.024 1.584 -0.487
C 0.506 -0.360 0.663
C -1.846 -0.104 0.024
N -2.300 -1.248 0.154
N -0.373 0.430 -0.079
H 2.031 -1.711 0.590
H 1.572 -1.034 -0.910
H -0.817 2.208 -0.945
H 0.938 1.866 -0.501
H 0.141 -0.362 1.604
H -2.452 0.732 -0.275
H -1.656 -1.918 0.574
*
```

Mulliken atomic charge list, values in e, 5 entries:
1 C -0.659
2 C -0.056
3 C -0.490
4 C 0.043
5 N -0.386

=====

x.
C4H7N2 | wB97M-V/def2-TZVPD

SMILES: N=C=C[C@@H]1C[NH2+]1
Highest occupied orbital energy, eV: -12.68

Structure (ORCA input):
```
! RIJCOSX wB97M-V def2-TZVPD def2/J DEFGRID3
* xyz 1 1
C -0.822 -0.327 -0.497
C 0.457 -0.260 0.583
C -1.609 -1.030 -1.372
C 0.695 0.909 1.345
N -2.639 -1.450 -1.815
N 1.731 0.610 0.318
H -0.852 0.606 -0.947
H 1.007 0.854 2.388
H -0.022 1.816 1.309
H -3.106 -1.936 -2.556
H 2.605 0.223 0.630
H 1.825 1.137 -0.491
H 0.730 -1.149 1.105
*
```

Mulliken atomic charge list, values in e, 5 entries:
1 C -0.651
2 C 0.239
3 C 0.219
4 C -0.354
5 N -0.293

=====

y.
C4H7N2 | wB97M-V/def2-TZVPD

Highest occupied orbital energy (spin up / spin down), eV: -13.47 / -13.53

Structure (ORCA input):
```
! RIJCOSX wB97M-V def2-TZVPD def2/J DEFGRID3
* xyz 1 1
C -0.040 1.935 -0.390
C 1.078 0.020 -0.322
C 0.134 -0.918 0.028
C 1.182 1.324 -0.586
N -0.636 -0.664 1.144
N -0.171 -2.053 -0.548
H -0.948 1.617 -0.823
H 2.043 1.928 -0.394
H -0.241 2.757 0.299
H -0.726 0.269 1.539
H -1.422 -1.177 1.180
H -0.815 -2.562 -0.033
H 0.561 -2.476 -1.093
*
```

Mulliken atomic charge list, values in e, 5 entries:
1 C -0.556
2 C -0.083
3 C 0.558
4 C -0.120
5 N -0.406

=====

z.
C4H7N2 | wB97M-V/def2-TZVPD

SMILES: Cc1c[nH]c[nH+]1
Highest occupied orbital energy, eV: -14.31

Structure (ORCA input):
```
! RIJCOSX wB97M-V def2-TZVPD def2/J DEFGRID3
* xyz 1 1
C -0.596 -0.186 2.073
C -0.091 -0.161 0.668
C -0.667 -0.803 -0.384
N -0.205 -0.226 -1.544
C 0.777 0.634 -1.224
N 0.840 0.672 0.096
H -0.297 -0.995 2.762
H -0.066 0.691 2.529
H -1.650 -0.020 2.244
H -1.345 -1.677 -0.426
H -0.403 -0.561 -2.476
H 1.428 0.925 -2.078
H 1.227 1.348 0.743
*
```

Mulliken atomic charge list, values in e, 5 entries:
1 C -1.072
2 C 0.521
3 C -0.373
4 N -0.035
5 C -0.157

=====

Which structure is the least stable? The one labeled x.

=====

w.
C4H7N2 | wB97M-V/def2-TZVPD

Highest occupied orbital energy, eV: -15.41

Structure (ORCA input):
```
! RIJCOSX wB97M-V def2-TZVPD def2/J DEFGRID3
* xyz 1 1
C -1.593 -0.644 0.044
C 1.054 0.117 0.290
C -0.058 0.965 0.950
C 0.055 -0.169 -0.923
N -0.924 0.454 -0.070
N -0.941 -1.328 -0.896
H -2.425 -0.908 0.657
H 2.000 0.646 -0.045
H 1.386 -0.693 0.806
H -0.241 0.670 1.919
H 0.131 2.044 0.927
H 0.255 0.214 -2.631
H -0.994 -2.205 -1.214
*
```

Mulliken atomic charge list, values in e, 5 entries:
1 C 0.069
2 C -0.497
3 C -0.455
4 C -0.110
5 N 0.033

=====

x.
C4H7N2 | wB97M-V/def2-TZVPD

SMILES: C#C[N+](=C)CN
Highest occupied orbital energy (spin up / spin down), eV: -13.92 / -13.92

Structure (ORCA input):
```
! RIJCOSX wB97M-V def2-TZVPD def2/J DEFGRID3
* xyz 1 1
C 0.136 1.057 0.867
C -0.530 1.942 1.428
C 2.018 -0.399 -0.215
C -0.314 -0.624 -0.725
N -1.574 -0.695 -0.125
N 0.767 0.023 0.068
H -0.924 2.891 1.899
H 2.919 0.033 0.256
H 2.152 -1.200 -0.920
H -0.419 -0.084 -1.851
H -0.098 -1.710 -0.876
H -1.851 -1.097 0.765
H -2.280 -0.137 -0.571
*
```

Mulliken atomic charge list, values in e, 5 entries:
1 C -0.136
2 C -0.203
3 C -0.010
4 C -0.480
5 N -0.437

=====

Which structure is the least stable? The one labeled w.

=====

w.
C4H7N2 | wB97M-V/def2-TZVPD

SMILES: [H]/N=[N+]1\CCC1=C
Highest occupied orbital energy, eV: -15.01

Structure (ORCA input):
```
! RIJCOSX wB97M-V def2-TZVPD def2/J DEFGRID3
* xyz 1 1
C -0.045 -0.717 0.044
C -0.745 -1.883 0.014
C 1.328 -0.094 0.053
C 0.797 1.355 -0.017
N -1.911 0.619 0.022
N -0.701 0.480 0.085
H -1.889 -1.995 -0.097
H -0.097 -2.761 -0.010
H 1.777 -0.344 1.060
H 2.088 -0.238 -0.625
H 0.828 2.236 0.655
H 0.864 1.853 -1.002
H -2.294 1.487 -0.181
*
```

Mulliken atomic charge list, values in e, 5 entries:
1 C 0.295
2 C -0.584
3 C -0.378
4 C -0.342
5 N -0.740

=====

x.
C4H7N2 | wB97M-V/def2-TZVPD

Highest occupied orbital energy, eV: -15.71

Structure (ORCA input):
```
! RIJCOSX wB97M-V def2-TZVPD def2/J DEFGRID3
* xyz 1 1
C 2.557 -0.899 0.059
C 0.425 1.368 -0.073
C -1.364 -0.376 -0.758
C -1.388 -0.359 0.702
N 2.051 0.115 -0.043
N -0.519 0.492 -0.083
H 3.075 -1.780 0.526
H 0.747 1.934 0.698
H 0.710 1.688 -1.065
H -0.958 -1.258 -1.275
H -2.284 0.098 -1.278
H -2.249 0.073 1.269
H -0.803 -1.096 1.321
*
```

Mulliken atomic charge list, values in e, 5 entries:
1 C 0.025
2 C -0.098
3 C -0.320
4 C -0.343
5 N -0.273

=====

y.
C4H7N2 | wB97M-V/def2-TZVPD

Highest occupied orbital energy, eV: -14.80

Structure (ORCA input):
```
! RIJCOSX wB97M-V def2-TZVPD def2/J DEFGRID3
* xyz 1 1
C -0.251 -0.709 -0.017
C -0.915 -1.847 0.104
C 1.166 -0.267 -0.252
C 1.026 1.254 0.170
N -1.905 1.086 -0.117
N -0.838 0.582 0.082
H -1.825 -1.827 0.537
H -0.315 -2.664 -0.195
H 1.960 -0.851 0.439
H 1.638 -0.479 -1.190
H 1.139 1.597 1.145
H 1.217 2.002 -0.495
H -2.097 2.122 -0.213
*
```

Mulliken atomic charge list, values in e, 5 entries:
1 C 0.392
2 C -0.694
3 C -0.346
4 C -0.393
5 N -0.670

=====

z.
C4H7N2 | wB97M-V/def2-TZVPD

SMILES: [H]/N=C/[N@+]12C[C@H]1C2
Highest occupied orbital energy, eV: -15.93

Structure (ORCA input):
```
! RIJCOSX wB97M-V def2-TZVPD def2/J DEFGRID3
* xyz 1 1
C 1.065 0.832 0.466
C -1.117 0.992 0.241
C 0.015 -1.577 -0.223
C 0.081 1.241 -0.514
N -0.964 -2.324 -0.315
N -0.083 -0.108 0.105
H 1.976 0.333 -0.028
H 0.999 1.135 1.578
H -1.431 1.557 1.169
H -2.046 1.132 -0.403
H 1.110 -1.719 -0.210
H 0.297 1.330 -1.524
H -0.637 -3.243 -0.544
*
```

Mulliken atomic charge list, values in e, 5 entries:
1 C -0.407
2 C -0.373
3 C 0.077
4 C 0.002
5 N -0.408

=====

Which structure is the least stable? The one labeled y.

=====

w.
C4H8O2 | wB97M-V/def2-TZVPD

Highest occupied orbital energy (spin up / spin down), eV: -7.37 / -6.94

Structure (ORCA input):
```
! RIJCOSX wB97M-V def2-TZVPD def2/J DEFGRID3
* xyz 0 1
C 0.193 -0.002 1.840
C -0.806 0.014 0.704
C 1.137 0.705 -1.469
O 0.101 0.095 -2.056
C -0.702 -0.726 -1.494
O -0.519 -1.077 -0.214
H -0.021 0.825 2.525
H 0.143 -0.941 2.399
H 1.212 0.126 1.466
H -1.828 -0.137 1.067
H 1.767 1.208 -2.188
H 1.554 0.196 -0.608
H -0.754 0.966 0.164
H -1.525 -1.097 -2.089
*
```

Mulliken atomic charge list, values in e, 5 entries:
1 C -0.998
2 C -0.386
3 C -0.551
4 O -0.241
5 C 0.036

=====

x.
C4H8O2 | wB97M-V/def2-TZVPD

SMILES: CC(=O)[C@@H](C)O
Highest occupied orbital energy, eV: -10.08

Structure (ORCA input):
```
! RIJCOSX wB97M-V def2-TZVPD def2/J DEFGRID3
* xyz 0 1
C 1.361 -0.890 -0.322
C 0.695 0.305 0.391
O 1.489 1.442 0.118
C -0.711 0.571 -0.149
O -0.832 1.414 -1.018
C -1.898 -0.213 0.352
H 0.755 -1.371 -1.098
H 1.761 -1.661 0.347
H 2.177 -0.328 -0.783
H 0.678 0.163 1.478
H 1.119 1.806 -0.707
H -1.922 -1.202 -0.118
H -2.808 0.324 0.075
H -1.864 -0.361 1.435
*
```

Mulliken atomic charge list, values in e, 5 entries:
1 C -1.106
2 C 0.176
3 O -0.590
4 C 0.654
5 O -0.593

=====

Which structure is the least stable? The one labeled w.

=====

w.
C5H11NO2 | wB97M-V/def2-TZVPD

<S²>: 0.765
Highest occupied orbital energy (spin up / spin down), eV: -14.86 / -14.99

Structure (ORCA input):
```
! RIJCOSX wB97M-V def2-TZVPD def2/J DEFGRID3
* xyz 1 2
C -1.638 0.846 -0.389
C -0.383 0.236 0.113
C 0.311 -0.697 -0.700
N 1.520 -0.927 -0.119
C 1.655 -0.117 0.981
C 0.508 0.648 1.128
H -2.254 0.141 -0.938
H -2.160 1.333 0.438
H -1.364 1.676 -1.051
H 0.115 -1.122 -1.672
H 2.159 -1.564 -0.548
H 2.494 -0.097 1.657
H 0.080 1.182 1.962
H -2.273 -1.447 1.559
H -1.574 -2.486 0.825
O -2.461 -2.262 1.120
H 1.991 2.070 -1.938
H 0.816 2.323 -0.889
O 1.035 2.128 -1.829
*
```

Mulliken atomic charge list, values in e, 5 entries:
1 C -1.207
2 C 0.642
3 C -0.356
4 N 0.042
5 C -0.548

=====

x.
C5H11NO2 | wB97M-V/def2-TZVPD

<S²>: 0.756
Highest occupied orbital energy (spin up / spin down), eV: -14.53 / -14.49

Structure (ORCA input):
```
! RIJCOSX wB97M-V def2-TZVPD def2/J DEFGRID3
* xyz 1 2
C 0.452 1.853 0.839
N 0.848 0.479 0.978
C 0.245 -0.447 -0.060
C -1.313 -0.805 -0.005
C -1.548 -1.820 0.942
O -1.161 -1.833 2.126
C 0.597 -0.012 -1.547
O 1.667 0.771 -1.856
H -0.081 1.781 -0.173
H 1.275 2.532 0.774
H -0.076 2.388 1.746
H 0.918 -0.057 1.877
H 0.785 -1.362 0.065
H -1.595 -1.253 -1.056
H -1.846 0.090 0.180
H -1.966 -2.649 0.503
H -0.174 0.610 -2.134
H 0.646 -1.043 -2.081
H 2.327 0.778 -1.118
*
```

Mulliken atomic charge list, values in e, 5 entries:
1 C -0.634
2 N 0.034
3 C -0.380
4 C -0.350
5 C -0.020

=====

Which structure is the least stable? The one labeled x.

=====

w.
C5H7FOS | wB97M-V/def2-TZVPD

SMILES: C=C(C)OC(=S)CF
Highest occupied orbital energy, eV: -9.09

Structure (ORCA input):
```
! RIJCOSX wB97M-V def2-TZVPD def2/J DEFGRID3
* xyz 0 1
C -1.930 0.491 0.348
C -0.609 -0.139 0.669
C -0.363 -1.419 0.914
C 1.518 0.789 0.058
C 1.421 0.106 -1.283
H -2.741 -0.263 0.319
H -2.179 1.241 1.097
H -1.843 0.957 -0.610
H -1.157 -2.167 0.856
H 0.616 -1.772 1.198
H 2.181 0.557 -1.926
H 1.621 -0.981 -1.171
O 0.410 0.805 0.816
F 0.180 0.292 -1.858
S 2.875 1.504 0.572
*
```

Mulliken atomic charge list, values in e, 5 entries:
1 C -1.077
2 C 0.759
3 C -0.875
4 C 0.278
5 C -0.235

=====

x.
C5H7FOS | wB97M-V/def2-TZVPD

Highest occupied orbital energy, eV: -8.74

Structure (ORCA input):
```
! RIJCOSX wB97M-V def2-TZVPD def2/J DEFGRID3
* xyz 0 1
C -2.424 0.936 -0.175
C -1.657 -0.477 0.033
C -0.448 -0.819 0.540
C 0.657 0.020 1.232
C 1.522 0.322 0.031
H -0.342 1.943 -1.047
H -3.107 0.780 -1.417
H -3.259 1.118 0.918
H -0.220 -1.874 0.507
H 0.265 0.945 1.555
H 0.971 -0.550 2.132
H 1.080 1.251 -0.536
O -0.976 1.762 -0.098
F -2.495 -1.530 -0.486
S 3.061 -0.239 -0.432
*
```

Mulliken atomic charge list, values in e, 5 entries:
1 C -0.376
2 C 0.302
3 C -0.381
4 C -0.207
5 C -0.211

=====

y.
C5H7FOS | wB97M-V/def2-TZVPD

SMILES: O=CCS/C=C\CF
Highest occupied orbital energy, eV: -9.31

Structure (ORCA input):
```
! RIJCOSX wB97M-V def2-TZVPD def2/J DEFGRID3
* xyz 0 1
C 1.033 -2.265 -0.177
C 0.089 -1.911 0.964
C -0.244 -0.793 1.576
C 0.214 1.305 -0.669
C -1.185 1.610 -0.777
H 1.088 -3.473 -0.306
H 2.040 -1.697 -0.021
H -0.403 -2.826 1.382
H -0.793 -0.856 2.402
H 0.472 0.489 -1.221
H 0.642 2.402 -0.997
H -1.964 0.859 -0.270
O -1.614 2.606 -1.229
F 0.610 -1.930 -1.611
S 0.431 0.871 1.116
*
```

Mulliken atomic charge list, values in e, 5 entries:
1 C -0.304
2 C -0.019
3 C -0.541
4 C -0.339
5 C 0.103

=====

z.
C5H7FOS | wB97M-V/def2-TZVPD

SMILES: C=C(C)OC(=S)CF
Highest occupied orbital energy, eV: -9.02

Structure (ORCA input):
```
! RIJCOSX wB97M-V def2-TZVPD def2/J DEFGRID3
* xyz 0 1
C -1.855 0.352 0.608
C -0.383 0.792 0.578
C 0.660 0.976 1.410
C 0.771 0.093 -1.518
C 0.980 -1.318 -0.876
H -2.228 0.490 1.734
H -2.593 0.944 -0.109
H -1.842 -0.874 0.407
H 0.418 0.861 2.540
H 1.663 1.299 1.024
H 1.610 -1.912 -1.706
H 1.517 -1.338 0.167
O 0.040 1.016 -0.822
F -0.295 -1.870 -0.597
S 1.538 0.491 -2.840
*
```

Mulliken atomic charge list, values in e, 5 entries:
1 C -0.850
2 C 0.564
3 C -0.707
4 C 0.346
5 C -0.168

=====

Which structure is the least stable? The one labeled x.